Computed, not measured: C18H34AlN2O as an isolated structure at a distorted geometry, with wB97M-V/def2-TZVPD.

Geometry as XYZ:
```
56
Properties=species:S:1:pos:R:3:lowdin_charge:R:1
C 0.344 -1.276 -0.331 -0.06
C 0.376 -1.046 -1.532 -0.13
Al 0.588 -0.734 -3.572 0.24
C -1.217 -0.389 -4.477 -0.21
C 1.378 -2.450 -4.340 -0.23
C 0.413 -3.634 -3.871 -0.35
O 0.778 -4.052 -2.536 -0.14
C 1.854 0.892 -3.711 -0.25
C 1.294 1.993 -2.660 -0.29
C 2.344 2.073 -1.485 -0.23
C 1.745 2.390 -0.049 -0.26
C 0.303 3.016 -0.041 -0.15
H 0.712 -1.521 0.682 -0.01
H -1.353 0.712 -4.676 -0.01
H -1.247 -0.991 -5.435 -0.01
H -2.054 -0.753 -3.823 -0.02
H 2.366 -2.643 -3.842 0.05
H 1.430 -2.446 -5.464 0.04
H -0.641 -3.222 -3.785 0.09
H 0.360 -4.481 -4.606 0.09
H 0.033 -3.875 -1.940 0.06
H 2.917 0.619 -3.470 0.03
H 1.804 1.370 -4.732 0.03
H 0.283 1.631 -2.359 0.06
H 1.292 2.980 -3.187 0.09
H 3.101 2.871 -1.744 0.10
H 2.943 1.125 -1.392 0.09
H 1.833 1.499 0.636 0.08
H 2.427 3.170 0.413 0.09
H -0.431 2.268 -0.453 0.06
H 0.012 3.141 1.038 0.04
H 0.221 4.006 -0.551 0.08
C 1.572 -1.861 5.911 -0.12
C 1.752 -2.346 4.477 -0.27
C 2.070 -1.211 3.500 -0.18
C 0.959 -0.224 3.485 -0.21
N 0.102 0.538 3.473 0.18
H 0.727 -1.176 6.001 0.07
H 1.376 -2.705 6.576 0.07
H 2.470 -1.349 6.268 0.07
H 0.842 -2.862 4.159 0.11
H 2.563 -3.078 4.447 0.11
H 2.203 -1.609 2.492 0.10
H 2.993 -0.704 3.788 0.12
C -5.125 1.443 2.398 -0.12
C -4.112 0.702 1.531 -0.27
C -2.666 1.111 1.822 -0.19
C -2.483 2.560 1.556 -0.24
N -2.331 3.675 1.333 0.15
H -5.100 2.519 2.215 0.07
H -6.138 1.099 2.177 0.07
H -4.932 1.270 3.461 0.07
H -4.344 0.887 0.479 0.11
H -4.218 -0.373 1.699 0.11
H -1.979 0.546 1.188 0.10
H -2.411 0.905 2.863 0.09
```

Calculated values
- HOMO level: -4.51 eV
- Charge: -1
- Calculated total energy: -30840.847 eV